ORCA calculation (the ωB97M-V functional and the def2-TZVPD basis) on a 5-piece molecular cluster, CH11O4S overall.

Geometry as ORCA input:
```
! RIJCOSX wB97M-V def2-TZVPD def2/J DEFGRID3
* xyz -1 1
S -0.10163 -0.26189 -0.05251
O 3.13986 -0.00488 0.48787
O 0.42473 0.31321 -3.36082
O -1.09912 -0.40029 2.99227
O -1.74468 2.52185 0.13985
C -0.41236 -2.04313 -0.29169
H -0.42800 0.65933 -3.07164
H -1.68588 2.52563 1.10152
H -2.01998 -0.65502 2.88706
H -1.00977 -2.23778 -1.17942
H -0.76820 -0.45345 2.06276
H 2.23674 -0.37524 0.53661
H -1.21354 1.72960 -0.06807
H 0.52236 -2.60680 -0.39673
H 3.68309 -0.78076 0.31303
H 0.72874 -0.11486 -2.54135
H -0.91372 -2.48784 0.56755
*
```

* largest force on an atom: 0.6 eV/A
* electronic energy: -20242.7204 eV
* Kohn-Sham gap: 0.2827 hartree
* E_HOMO: -4.0 eV
* molecular weight: 119.2 g mol⁻¹

Löwdin population analysis, charges in e, atoms 1 to 5:
1 S 0.419
2 O -0.126
3 O -0.122
4 O -0.143
5 O -0.133